# 1
Below is C3H6O4Rb as an isolated structure at a distorted geometry, with properties calculated with the ωB97M-V functional and the def2-TZVPD basis.

Its HOMO energy is -13.4 eV. The calculated total energy is -442.74672 a.u. As for the LUMO energy: -4.155 eV.

```
! wB97M-V def2-TZVPD RIJCOSX def2/J DEFGRID3
* xyz 1 1
H 4.1155 -4.4103 -0.0111
H 3.1730 -4.0098 -2.1561
C 2.9852 -3.3896 -1.2692
C 2.7627 -1.9215 -1.5365
O 2.8559 -1.7277 -2.9417
C 2.6702 -0.4976 -3.4081
O 2.0801 0.3661 -2.8087
O 3.5574 -0.2893 -4.3691
Rb 7.0751 -2.5863 0.3684
O 4.0544 -3.5069 -0.3375
H 2.0730 -3.8172 -0.8316
H 3.3426 -1.1090 -1.0796
H 1.8097 -1.6134 -1.0893
H 3.5599 0.6449 -4.6140
*
```



# 2
Below is a 3-piece molecular cluster, C4H10O4 overall at a distorted geometry, with properties calculated with the ωB97M-V functional and the def2-TZVPD basis.

Its HOMO energy is -9.9 eV. The calculated total energy is -459.31973 a.u. Its SMILES is O=CCCC=O.O.O. As for the LUMO energy: 0.499 eV.

```
! wB97M-V def2-TZVPD RIJCOSX def2/J DEFGRID3
* xyz 0 1
O -1.6458 -1.1038 -1.0386
C -0.9745 -1.4686 -0.1019
C -0.2628 -0.5995 0.9720
C 0.4750 0.4762 0.2271
C 0.5942 1.7283 1.1277
O 0.2115 1.7465 2.2658
H -0.8839 -2.5749 -0.1636
H -1.0921 -0.1633 1.5597
H 0.3810 -1.2631 1.5160
H -0.1659 0.9010 -0.6540
H 1.4607 0.3162 -0.1569
H 0.9633 2.6649 0.6556
O -1.8333 3.1481 0.3098
H -2.3597 3.0896 1.1180
H -1.9876 2.2542 -0.0242
O 2.2887 -3.3952 -2.4523
H 1.7123 -2.7896 -2.9234
H 3.1191 -2.9669 -2.2369
*
```



# 3
Below is a 7-piece molecular cluster, C20H46N2O19S3 overall at a distorted geometry, with properties calculated with the ωB97M-V functional and the def2-TZVPD basis.

Its HOMO energy is -9.1 eV. The calculated total energy is -3522.74816 a.u. As for the LUMO energy: -0.276 eV.

```
! wB97M-V def2-TZVPD RIJCOSX def2/J DEFGRID3
* xyz 0 1
C 22.8740 19.8050 29.7120
N 21.9410 18.7970 30.1490
C 21.8020 17.7710 29.0300
C 22.7190 17.9820 31.1930
C 20.6820 19.4870 30.6280
C 19.9990 20.3640 29.6500
O 19.0660 21.2460 30.3490
H 22.6170 20.2560 28.7080
H 23.8780 19.5640 29.6490
H 22.7370 20.6340 30.3830
H 21.4940 18.2500 28.2710
H 20.9320 17.0830 29.4000
H 22.6420 17.0550 28.7440
H 23.6190 17.5380 30.9350
H 22.1140 16.9410 31.5970
H 22.7960 18.5060 32.2810
H 21.0590 19.7890 31.6860
H 20.0280 18.7010 30.9350
H 19.4070 19.9130 28.9500
H 20.5220 20.9690 29.2190
H 18.5620 21.5080 29.6130
N 25.3940 17.0600 28.1090
O 24.7260 16.4560 29.0860
O 26.2540 16.4170 27.4820
O 24.9530 18.1220 27.7680
O 21.4040 20.7890 26.8010
S 21.5570 22.1290 26.5140
O 21.2930 23.0920 27.5370
O 23.1070 22.3080 26.0780
C 24.0830 21.3990 26.5970
C 25.4740 21.8460 26.2560
C 20.6630 22.4060 25.0220
H 23.8320 20.2870 26.1640
H 24.1500 21.3710 27.7500
H 25.7200 22.5650 27.0060
H 25.5380 22.3260 25.2630
H 26.3740 21.1270 26.4300
H 20.9090 23.4570 24.6630
H 19.6110 22.1900 25.1940
H 20.9990 21.6090 24.4280
O 30.2530 18.1550 33.6900
S 30.9070 18.9220 32.6650
O 32.2340 19.1760 32.5840
O 30.4740 18.0440 31.3640
C 29.2060 17.4360 31.3500
C 28.9220 16.5900 30.1120
C 30.0260 20.4150 32.5380
H 28.2960 18.0700 31.6160
H 29.2020 16.5740 32.3030
H 28.0280 16.0470 30.4970
H 29.7650 15.9140 29.7650
H 28.5450 17.0750 29.1790
H 30.1290 20.9320 33.4480
H 29.0570 20.2770 32.2620
H 30.5420 21.1120 31.9930
O 32.0360 15.6470 23.0350
S 30.7380 15.0910 23.2900
O 30.7330 13.8430 23.9440
O 30.1640 16.0260 24.4340
C 31.0100 16.4210 25.4870
C 29.9640 17.3350 26.3140
C 29.4720 15.2050 22.1100
H 31.8070 17.0850 25.1050
H 31.3400 15.5830 26.2760
H 29.6300 18.2990 25.7040
H 30.6180 17.5660 27.1460
H 29.1420 16.6740 26.7880
H 28.6450 14.4790 22.2580
H 29.9380 14.9700 21.0330
H 29.1240 16.1530 21.9230
C 28.4060 13.3290 26.8500
C 27.9310 13.4820 28.2200
O 28.5860 12.4520 28.9390
C 29.0800 11.6270 28.0530
O 29.3650 10.4110 28.3340
O 29.0520 12.1000 26.8740
H 29.1760 14.1820 26.5040
H 27.6850 13.2510 26.0400
H 26.8240 13.4620 28.1760
H 28.2940 14.6530 28.5730
C 26.5980 17.6280 24.5800
C 25.8820 16.2670 24.2570
O 24.9530 16.7180 23.2920
C 25.2490 17.9230 22.8060
O 24.5630 18.4190 21.9410
O 26.1880 18.5640 23.5790
H 27.7000 17.4470 24.4580
H 26.4100 17.9780 25.6150
H 25.2430 15.8800 24.9920
H 26.5320 15.4950 23.8550
*
```